A 2-piece molecular cluster, C5H12NO overall. Source: the OMol25 dataset; level of theory: ωB97M-V/def2-TZVPD.

Structure (XYZ):
```
19
Properties=species:S:1:pos:R:3:forces:R:3
C 0.238734 -0.599188 -3.500846 0.1838 0.1837 0.3966
C -0.217314 0.108119 -2.265367 0.2286 0.1544 -0.2955
C -1.029483 -0.397426 -1.365396 -0.1370 -0.0128 0.1466
N -1.350476 0.360014 -0.135824 -0.1966 -0.3996 0.0073
H -0.259944 -1.557416 -3.615274 -0.0185 0.0048 -0.1678
H 0.079209 0.049332 -4.361374 -0.0649 -0.1744 -0.1045
H 1.319645 -0.766262 -3.418902 -0.1649 -0.0191 -0.1017
H 0.173760 1.113042 -2.120368 0.0116 0.0137 0.0545
H -1.487528 -1.371499 -1.408688 -0.0106 -0.1028 0.0496
H -1.254941 1.362962 -0.299034 -0.0199 -0.0355 0.1389
H -2.304341 0.162338 0.175459 0.0388 0.1793 -0.0722
H -0.694217 0.054700 0.621995 0.2143 0.0795 -0.1540
C 0.853942 0.389960 3.663146 -0.0448 0.0500 0.1940
C 0.887125 0.638342 2.377467 0.1675 -0.4335 -0.4562
O 0.799003 -0.414846 1.433271 -0.0117 0.3818 0.1921
H 0.841551 1.215231 4.356605 0.0854 0.0084 0.1264
H 0.855073 -0.625197 4.035391 -0.1413 0.0149 0.0341
H 0.981332 1.615056 1.924363 -0.0630 0.2004 0.0876
H 1.647703 -0.489029 0.978498 -0.0568 -0.0931 -0.0757
```
Forces are in eV/Å.

- Energy: -8909.2986 eV
- F_max: 0.7 eV/Å
- Energy relative to the best compared isomer or geometry (same formula, charge and spin): 30.7 kcal per mole
- Total charge: +1
- Orbital gap: 10.58 eV
- HOMO energy: -13.7 eV